Molecular formula: C38H44ClN6O5Sc
Method: DFT, ωB97M-V/def2-TZVPD

```
! wB97M-V def2-TZVPD RIJCOSX def2/J DEFGRID3
* xyz 0 1
Sc -0.702 -0.418 0.743
C -2.474 -1.912 3.547
C -3.352 -1.700 2.320
N -3.005 -0.478 1.589
C -3.383 0.773 2.263
C -2.308 1.258 3.225
N -0.950 1.035 2.699
C -0.006 0.609 3.737
C -0.407 -0.758 4.300
N -1.059 -1.609 3.293
H -2.605 -2.943 3.887
H -2.829 -1.283 4.364
H -4.403 -1.686 2.636
H -3.243 -2.538 1.632
H -3.474 -0.509 0.690
H -4.334 0.662 2.799
H -3.518 1.529 1.497
H -2.391 0.746 4.181
H -2.473 2.318 3.431
H -0.627 1.900 2.283
H 0.048 1.332 4.561
H 0.979 0.558 3.277
H -1.069 -0.636 5.161
H 0.486 -1.248 4.685
H -0.542 -2.471 3.203
C -0.464 -1.945 -3.339
C -1.386 -0.760 -3.405
C -1.553 -0.082 -4.608
C -2.418 0.994 -4.711
C -3.158 1.375 -3.605
C -3.039 0.699 -2.395
C -3.929 1.068 -1.248
C -2.127 -0.355 -2.286
N -1.911 -1.060 -1.057
C -2.385 -2.327 -1.059
O -3.237 -2.826 -1.782
C -1.616 -3.234 -0.110
C -1.757 -4.611 -0.057
C -0.807 -5.333 0.656
C 0.280 -4.683 1.233
C 0.338 -3.305 1.131
N -0.627 -2.626 0.526
C 1.539 -2.461 1.517
O 2.543 -3.034 1.924
N 1.348 -1.146 1.272
C 2.552 -0.366 1.221
C 2.989 0.043 -0.049
C 2.294 -0.434 -1.292
C 4.127 0.828 -0.154
C 4.832 1.216 0.976
C 4.424 0.765 2.216
C 3.304 -0.055 2.355
C 3.022 -0.646 3.711
H 0.254 -1.923 -4.159
H -1.034 -2.875 -3.412
H 0.090 -1.973 -2.402
H -0.989 -0.408 -5.475
H -2.527 1.520 -5.650
H -3.864 2.194 -3.681
H -4.627 1.853 -1.538
H -3.350 1.447 -0.408
H -4.520 0.203 -0.930
H -2.568 -5.077 -0.598
H -0.883 -6.411 0.713
H 1.093 -5.209 1.713
H 1.280 -0.037 -1.383
H 2.234 -1.525 -1.308
H 2.836 -0.109 -2.181
H 4.466 1.125 -1.138
H 5.712 1.841 0.883
H 4.997 1.018 3.101
H 3.842 -1.307 3.993
H 2.125 -1.255 3.708
H 2.933 0.128 4.479
C 3.957 3.962 -1.747
C 3.099 3.075 -2.601
C 3.589 2.481 -3.752
C 2.762 1.698 -4.545
Cl 3.408 0.961 -5.988
C 1.442 1.495 -4.207
C 0.936 2.067 -3.045
C 1.762 2.847 -2.250
O 1.369 3.446 -1.087
C -0.001 3.627 -0.836
C -0.688 2.502 -0.077
O -1.735 2.770 0.507
O -0.131 1.339 -0.082
H 4.996 3.919 -2.074
H 3.905 3.668 -0.699
H 3.620 4.999 -1.808
H 4.621 2.635 -4.040
H 0.806 0.883 -4.829
H -0.089 1.856 -2.767
H -0.567 3.797 -1.758
H -0.095 4.522 -0.224
*
```

Results
Kohn-Sham gap: 7.9 eV
energy relative to the best compared isomer or geometry (same formula, charge and spin): 0.0 kcal per mole
energy: -3400.36416 hartree
E_HOMO: -8.150 eV
M: 745.22 g mol⁻¹
LUMO: -0.28 eV

How positive or negative is each atom? The Löwdin charges in e answer that: 1.115, -0.171, -0.171, -0.096, -0.168, -0.161, -0.097, -0.176, -0.177, -0.045, 0.128, 0.106, 0.128, 0.105, 0.074, 0.130, 0.089, 0.098, 0.134, 0.101, 0.132, 0.083, 0.111, 0.108, 0.098, -0.017, -0.203, -0.075, -0.080, -0.050, -0.202, -0.027, -0.192, 0.011, -0.509, 0.068, -0.190, 0.024, -0.018, 0.025, -0.187, 0.063, -0.489, 0.067, 0.018, -0.185, -0.182, -0.024, -0.047, -0.080, -0.052, -0.209, -0.055, 0.084, 0.091, 0.060, 0.111, 0.103, 0.107, 0.088, 0.036, 0.091, 0.125, 0.113, 0.124, 0.049, 0.090, 0.082, 0.105, 0.102, 0.111, 0.095, 0.035, 0.088, -0.030, -0.209, -0.073, -0.668, 0.648, -0.099, -0.003, -0.226, -0.019, -0.082, -0.568, 0.034, -0.105, 0.082, 0.072, 0.089, 0.113, 0.085, 0.106, 0.144, 0.141

---

Molecular formula: C38H44OP2W
Method: DFT, ωB97M-V/def2-TZVPD

```
! wB97M-V def2-TZVPD RIJCOSX def2/J DEFGRID3
* xyz 2 3
W 2.296 0.417 1.963
C 3.625 -1.009 3.422
C 2.703 -1.728 2.612
C 1.386 -2.273 3.086
C 0.208 -1.410 2.603
C 0.356 0.032 2.951
C 1.246 0.548 3.954
C 1.852 -0.254 5.078
C 3.306 -0.744 4.861
C 1.622 2.430 1.682
H 4.687 -1.130 3.176
H 3.076 -2.149 1.678
H 1.311 -2.490 4.165
H 1.253 -3.261 2.605
H 0.122 -1.498 1.505
H -0.761 -1.769 2.997
H -0.419 0.719 2.601
H 1.129 1.613 4.200
H 1.223 -1.095 5.412
H 1.856 0.428 5.951
H 3.999 0.010 5.286
H 3.474 -1.668 5.465
H 2.384 3.212 1.798
H 0.716 2.660 2.255
H 1.392 2.248 0.602
P -1.139 -1.095 -2.625
P -2.829 0.691 -0.675
C -2.365 -1.859 -1.547
C -2.855 -1.099 -0.493
C -1.445 -1.687 -4.362
C -2.107 -2.886 -4.669
C -2.385 -3.240 -5.996
C -1.997 -2.394 -7.043
C -1.262 -1.232 -6.762
C -0.994 -0.885 -5.436
C 0.473 -1.841 -2.226
C 1.372 -1.059 -1.466
C 2.682 -1.475 -1.293
C 3.094 -2.728 -1.761
C 2.191 -3.521 -2.484
C 0.875 -3.094 -2.711
C -4.333 1.086 -1.680
C -4.422 0.580 -2.998
C -5.339 1.105 -3.918
C -6.237 2.113 -3.529
C -6.282 2.489 -2.177
C -5.369 1.946 -1.257
C -2.995 1.589 0.885
C -2.540 2.929 0.906
C -2.388 3.596 2.120
C -2.725 2.966 3.326
C -3.298 1.690 3.292
C -3.448 1.007 2.079
H -2.682 -2.892 -1.732
H -3.237 -1.550 0.433
H -2.398 -3.563 -3.870
H -2.900 -4.180 -6.221
H -2.242 -2.642 -8.079
H -0.896 -0.600 -7.579
H -0.426 0.018 -5.216
H 1.038 -0.117 -1.021
H 3.401 -0.825 -0.778
H 4.107 -3.077 -1.540
H 2.514 -4.477 -2.893
H 0.176 -3.719 -3.279
H -3.743 -0.210 -3.323
H -5.350 0.756 -4.957
H -6.900 2.594 -4.259
H -7.028 3.217 -1.835
H -5.438 2.217 -0.202
H -2.279 3.425 -0.030
H -1.991 4.612 2.130
H -2.554 3.474 4.279
H -3.623 1.219 4.222
H -3.922 0.027 2.056
C 6.361 0.960 1.756
C 4.972 1.631 1.694
C 5.039 3.036 1.069
O 4.059 0.808 1.024
H 6.801 0.844 0.754
H 6.301 -0.031 2.222
H 7.046 1.589 2.340
H 4.610 1.763 2.734
H 5.579 3.005 0.115
H 4.038 3.427 0.855
H 5.592 3.732 1.724
*
```

Results
Kohn-Sham gap (alpha / beta): 6.3 / 5.5 eV
energy relative to the best compared isomer or geometry (same formula, charge and spin): 5.9 kcal per mole
energy: -2298.64520 hartree
E_HOMO (alpha / beta): -13.356 / -13.473 eV
M: 762.56 g mol⁻¹
LUMO (alpha / beta): -7.10 / -7.94 eV

How positive or negative is each atom? The Löwdin charges in e answer that: 1.682, -0.154, -0.227, -0.176, -0.210, -0.313, -0.234, -0.182, -0.164, -0.212, 0.119, 0.122, 0.120, 0.138, 0.105, 0.136, 0.095, 0.113, 0.116, 0.130, 0.128, 0.148, 0.016, 0.007, 0.037, 1.067, 1.120, -0.293, -0.287, -0.378, -0.107, -0.059, -0.055, -0.061, -0.094, -0.362, -0.131, -0.105, -0.050, -0.046, -0.057, -0.333, -0.092, -0.055, -0.046, -0.054, -0.074, -0.402, -0.095, -0.069, -0.056, -0.066, -0.090, 0.086, 0.081, 0.093, 0.118, 0.118, 0.118, 0.105, 0.079, 0.087, 0.120, 0.118, 0.112, 0.071, 0.119, 0.122, 0.120, 0.107, 0.115, 0.119, 0.120, 0.118, 0.106, -0.032, -0.563, -0.037, -0.348, 0.096, 0.062, 0.095, 0.117, 0.093, 0.052, 0.102

---

Molecular formula: C38H45BaN3O6P2
Method: DFT, ωB97M-V/def2-TZVPD

```
! wB97M-V def2-TZVPD RIJCOSX def2/J DEFGRID3
* xyz 0 1
Ba -0.826 -0.279 -0.832
N 0.187 -1.066 -3.110
C -0.296 -2.452 -3.310
C 0.300 -3.366 -2.241
N -0.140 -3.033 -0.867
C -1.297 -3.811 -0.368
C -2.646 -3.133 -0.612
N -2.758 -1.879 0.178
H -0.331 -0.445 -3.732
H 1.161 -0.992 -3.387
H -0.036 -2.849 -4.294
H -1.385 -2.442 -3.244
H 1.388 -3.263 -2.283
H 0.061 -4.408 -2.492
H 0.642 -3.194 -0.244
H -1.182 -3.939 0.712
H -1.318 -4.813 -0.816
H -3.433 -3.847 -0.367
H -2.756 -2.879 -1.668
H -3.035 -2.084 1.131
H -3.513 -1.312 -0.209
O -2.884 2.868 -5.749
C -2.374 2.142 -4.952
C -2.834 0.750 -4.505
O -3.442 -0.054 -5.160
C -2.316 0.597 -3.125
C -1.392 1.629 -2.818
O -0.773 1.747 -1.692
C -1.169 2.438 -4.055
O -0.209 3.104 -4.336
O -2.609 -0.388 -2.299
C 2.592 0.780 2.287
C 2.714 1.056 0.769
P 2.606 -0.515 -0.185
C 2.952 0.047 -1.900
C 3.600 -0.820 -2.788
C 3.714 -0.501 -4.135
C 3.162 0.682 -4.622
C 2.508 1.544 -3.755
C 2.410 1.231 -2.400
C 4.198 -1.297 0.282
C 5.440 -0.752 -0.055
C 6.613 -1.353 0.377
C 6.563 -2.508 1.158
C 5.337 -3.057 1.499
C 4.162 -2.451 1.059
C 1.487 1.613 2.949
P -0.188 1.172 2.293
C -1.170 2.620 2.818
C -2.284 2.958 2.044
C -3.042 4.081 2.355
C -2.707 4.870 3.445
C -1.602 4.543 4.224
C -0.835 3.429 3.905
C -0.652 -0.170 3.459
C -1.099 0.028 4.766
C -1.388 -1.055 5.585
C -1.230 -2.354 5.113
C -0.788 -2.569 3.816
C -0.508 -1.481 2.995
H 3.545 0.996 2.769
H 2.400 -0.282 2.478
H 3.645 1.564 0.519
H 1.895 1.703 0.441
H 4.023 -1.750 -2.423
H 4.226 -1.181 -4.807
H 3.234 0.924 -5.676
H 2.037 2.448 -4.126
H 1.852 1.905 -1.758
H 5.490 0.141 -0.670
H 7.571 -0.924 0.106
H 7.480 -2.975 1.496
H 5.291 -3.955 2.105
H 3.202 -2.883 1.327
H 1.649 2.672 2.739
H 1.496 1.476 4.030
H -2.554 2.344 1.189
H -3.886 4.350 1.733
H -3.300 5.745 3.685
H -1.330 5.161 5.072
H 0.038 3.204 4.510
H -1.240 1.035 5.143
H -1.738 -0.886 6.596
H -1.457 -3.196 5.756
H -0.663 -3.580 3.444
H -0.169 -1.652 1.975
C -5.687 2.445 0.026
C -4.505 2.120 -0.853
O -3.835 0.967 -0.328
H -6.201 3.339 -0.337
H -5.367 2.620 1.056
H -6.394 1.613 0.032
H -3.806 2.962 -0.895
H -4.839 1.923 -1.874
H -3.450 0.491 -1.092
*
```

Results
Kohn-Sham gap: 7.2 eV
energy relative to the best compared isomer or geometry (same formula, charge and spin): 30.0 kcal per mole
energy: -2798.99478 hartree
E_HOMO: -7.268 eV
M: 839.07 g mol⁻¹
LUMO: -0.04 eV

How positive or negative is each atom? The Löwdin charges in e answer that: 1.902, -0.094, -0.230, -0.209, -0.167, -0.214, -0.243, -0.109, 0.072, 0.054, 0.119, 0.098, 0.113, 0.116, 0.077, 0.106, 0.114, 0.113, 0.097, 0.084, 0.049, 0.152, -0.248, -0.298, 0.112, -0.367, -0.380, -0.409, -0.270, 0.107, -0.384, -0.300, -0.367, 1.009, -0.405, -0.129, -0.086, -0.074, -0.060, -0.095, -0.388, -0.090, -0.074, -0.084, -0.084, -0.110, -0.351, 1.032, -0.370, -0.078, -0.072, -0.080, -0.081, -0.110, -0.357, -0.075, -0.076, -0.085, -0.088, -0.126, 0.110, 0.081, 0.090, 0.054, 0.104, 0.104, 0.107, 0.098, 0.094, 0.112, 0.105, 0.104, 0.103, 0.091, 0.091, 0.082, 0.078, 0.098, 0.105, 0.104, 0.097, 0.100, 0.105, 0.104, 0.099, 0.060, -0.083, -0.303, -0.145, 0.080, 0.059, 0.078, 0.113, 0.122, -0.010

---

Q: Look up the M of the second one.
A: 762.56 g mol⁻¹